[1]
C5H9NO2 | ωB97M-V with the def2-TZVPD basis set

Energy relative to the best compared isomer or geometry (same formula, charge and spin) = 34.66 kcal/mol
SMILES string = N/C=C/CCC(=O)O
E_HOMO = -8.11 eV
Frontier orbital gap = 8.9303 eV

```
! wB97M-V def2-TZVPD RIJCOSX def2/J DEFGRID3
* xyz 0 1
O -2.398 -0.570 0.902
C -1.704 -0.917 -0.028
O -2.284 -1.416 -1.135
C -0.210 -1.046 0.142
C 0.690 -0.429 -0.954
C 1.766 0.319 -0.183
C 1.579 1.573 0.242
N 2.541 2.309 0.923
H -3.225 -1.228 -1.172
H -0.041 -0.768 1.180
H -0.132 -2.143 0.306
H 0.025 0.355 -1.335
H 1.034 -0.965 -1.816
H 2.650 -0.282 0.024
H 0.528 1.878 0.178
H 3.121 1.814 1.576
H 2.254 3.247 1.135
*
```


[2]
C3H10NO2 | ωB97M-V with the def2-TZVPD basis set

Energy relative to the best compared isomer or geometry (same formula, charge and spin) = 54.46 kcal/mol
E_HOMO = -2.21 eV
Frontier orbital gap = 6.4065 eV

```
! wB97M-V def2-TZVPD RIJCOSX def2/J DEFGRID3
* xyz -1 1
C -0.984 1.679 0.525
N -0.976 0.211 0.110
C 0.378 -0.436 0.299
C 1.771 0.270 -0.426
O 1.955 1.507 0.046
H -1.871 2.155 0.125
H 0.043 2.087 0.110
H -0.918 1.655 1.605
H -1.059 0.320 -0.877
H 0.198 -1.485 -0.060
H 0.580 -0.388 1.329
H 1.552 0.246 -1.512
H 2.596 -0.326 -0.159
H -0.834 -2.341 -1.130
H -1.233 -2.256 0.399
O -1.198 -2.898 -0.383
*
```


[3]
C15H30Cl6O4 | ωB97M-V with the def2-TZVPD basis set

Energy relative to the best compared isomer or geometry (same formula, charge and spin) = 0.00 kcal/mol
SMILES string = CC(C)=O.CC(C)=O.CC(C)=O.CC(C)=O.ClCCl.ClCCl.ClCCl
E_HOMO = -9.22 eV
Frontier orbital gap = 9.6189 eV

```
! wB97M-V def2-TZVPD RIJCOSX def2/J DEFGRID3
* xyz 0 1
C -4.460 -13.803 5.934
Cl -6.145 -13.922 6.493
Cl -3.329 -14.324 7.170
H -4.360 -14.434 5.060
H -4.265 -12.769 5.679
C -8.064 -17.773 14.011
Cl -6.906 -18.966 14.541
Cl -7.355 -16.127 13.933
H -8.413 -18.022 13.015
H -8.904 -17.692 14.691
C -5.438 -17.404 5.681
Cl -4.531 -17.109 4.191
Cl -7.178 -17.202 5.417
H -5.287 -18.423 6.007
H -5.105 -16.712 6.446
C -7.677 -20.554 8.856
C -6.206 -20.308 8.792
O -5.756 -19.582 7.939
C -5.298 -21.013 9.769
H -8.227 -19.633 8.688
H -8.020 -21.046 9.762
H -7.898 -21.223 8.009
H -4.858 -21.864 9.246
H -5.862 -21.409 10.616
H -4.561 -20.318 10.158
C -7.032 -16.792 9.032
C -6.231 -16.398 10.241
O -5.679 -17.240 10.908
C -6.085 -14.930 10.600
H -6.439 -17.422 8.370
H -7.325 -15.927 8.425
H -7.958 -17.310 9.277
H -6.288 -14.883 11.670
H -6.793 -14.300 10.064
H -5.080 -14.580 10.370
C -10.960 -17.074 9.227
C -10.524 -17.235 10.657
O -9.608 -17.951 10.975
C -11.299 -16.445 11.693
H -10.430 -17.740 8.546
H -10.814 -16.050 8.875
H -12.030 -17.283 9.131
H -12.088 -17.111 12.066
H -11.764 -15.549 11.294
H -10.667 -16.207 12.546
C -0.855 -14.804 13.513
C -1.509 -15.885 12.681
O -0.836 -16.666 12.049
C -3.020 -15.920 12.669
H -1.289 -14.731 14.507
H -0.987 -13.860 12.980
H 0.211 -15.018 13.567
H -3.392 -16.488 11.819
H -3.443 -14.915 12.631
H -3.372 -16.416 13.577
*
```


[4]
C2H7NO2 | ωB97M-V with the def2-TZVPD basis set

Energy relative to the best compared isomer or geometry (same formula, charge and spin) = 50.29 kcal/mol
SMILES string = C=O.NCO
E_HOMO = -10.24 eV
Frontier orbital gap = 10.9812 eV

```
! wB97M-V def2-TZVPD RIJCOSX def2/J DEFGRID3
* xyz 0 1
O -2.105 -1.534 0.904
C -1.153 -1.537 0.181
H -0.110 -1.743 0.501
H -1.193 -1.302 -0.891
N 0.847 1.156 0.879
C 1.499 0.829 -0.344
O 0.658 0.714 -1.507
H 0.043 0.565 1.076
H 0.447 2.091 0.878
H 2.008 -0.122 -0.275
H 2.251 1.608 -0.542
H -0.092 1.304 -1.377
*
```


[5]
C5H15N2 | ωB97M-V with the def2-TZVPD basis set

Energy relative to the best compared isomer or geometry (same formula, charge and spin) = 29.08 kcal/mol
SMILES string = NCCCCC[NH3+]
E_HOMO = -12.30 eV
Frontier orbital gap = 8.5640 eV

```
! wB97M-V def2-TZVPD RIJCOSX def2/J DEFGRID3
* xyz 1 1
C -0.072 -1.849 -1.286
C -0.867 -1.494 -0.027
C -0.398 -0.285 0.806
C -0.273 0.957 -0.113
C 0.227 2.175 0.638
N -0.845 3.025 1.184
N 1.429 -1.900 -0.975
H -0.365 -2.866 -1.507
H -0.177 -1.228 -2.164
H -1.846 -1.216 -0.437
H -1.114 -2.385 0.551
H 0.620 -0.458 1.165
H -1.166 -0.060 1.533
H 0.348 0.848 -1.008
H -1.276 1.154 -0.500
H 0.989 2.753 0.119
H 0.826 1.821 1.499
H -0.894 2.883 2.180
H -0.601 4.001 1.076
H 2.017 -1.398 -1.637
H 1.668 -1.623 -0.021
H 1.771 -2.855 -1.075
*
```


[6]
C5H11N2O6S2 | ωB97M-V with the def2-TZVPD basis set

Energy relative to the best compared isomer or geometry (same formula, charge and spin) = 6.09 kcal/mol
E_HOMO (alpha / beta) = -4.62 / -4.62 eV
Frontier orbital gap (alpha / beta) = 7.4376 / 7.4370 eV

```
! wB97M-V def2-TZVPD RIJCOSX def2/J DEFGRID3
* xyz -1 1
C -1.390 -0.467 0.231
C 0.023 0.595 -1.311
C -1.279 0.782 1.175
C 0.067 1.872 -0.445
C 0.695 -1.626 -0.502
N -0.222 -0.699 -0.634
N -0.125 1.560 0.911
O 1.508 -3.761 0.516
O 2.051 0.115 2.243
O -0.255 -3.725 -1.208
O -0.732 -3.105 1.124
O 3.806 -1.381 1.408
O 1.838 -2.398 2.714
S 0.235 -3.242 0.079
S 2.362 -1.196 1.592
H -1.735 -1.427 0.805
H -2.117 -0.309 -0.668
H -0.797 0.871 -1.998
H 0.923 0.520 -1.911
H -2.200 1.389 0.790
H -1.652 0.517 2.191
H 1.018 2.540 -0.360
H -0.735 2.601 -0.742
H 1.624 -1.511 -1.122
H 1.609 -3.120 1.957
H 0.692 1.125 1.344
*
```


[7]
C16H38F6N3O6 | ωB97M-V with the def2-TZVPD basis set

Energy relative to the best compared isomer or geometry (same formula, charge and spin) = 29.71 kcal/mol
E_HOMO = -3.81 eV
Frontier orbital gap = 6.2520 eV

```
! wB97M-V def2-TZVPD RIJCOSX def2/J DEFGRID3
* xyz -1 1
N -0.113 0.271 0.070
H -0.693 0.357 0.939
H 0.276 1.226 -0.083
H -0.678 0.011 -0.742
H 0.737 -0.287 0.268
C -3.000 0.344 2.240
O -3.689 0.978 3.359
O -1.945 1.115 1.902
C -2.630 -1.135 2.582
F -3.686 -1.999 2.662
F -1.762 -1.660 1.688
F -2.066 -1.231 3.802
C -5.093 0.964 3.420
C -5.670 -0.176 4.302
H -6.732 -0.137 4.540
H -5.435 -1.080 3.736
H -5.099 -0.243 5.230
H -5.594 0.817 2.457
H -5.399 1.916 3.855
H -3.719 0.309 1.404
C 1.213 3.671 0.205
O 0.782 2.776 -0.830
O 0.923 3.016 1.358
C 2.702 4.093 0.019
F 2.897 5.075 -0.901
F 3.134 4.679 1.148
F 3.474 3.042 -0.363
C 0.424 3.375 -2.072
C 0.165 2.272 -3.119
H 0.816 1.401 -3.159
H -0.833 1.864 -2.963
H 0.210 2.829 -4.057
H 1.347 3.806 -2.476
H -0.395 4.093 -2.050
H 0.505 4.512 0.255
C 3.517 -0.141 -1.300
C 3.397 -0.877 0.021
C 4.692 -1.025 0.843
O 5.450 -2.136 0.329
C 6.619 -2.377 1.093
N 2.402 -0.244 0.923
H 2.543 -0.082 -1.786
H 4.334 -0.564 -1.882
H 3.744 0.909 -1.099
H 3.167 -1.935 -0.134
H 4.531 -1.289 1.894
H 5.401 -0.192 0.769
H 6.355 -2.618 2.123
H 7.332 -1.551 0.999
H 7.205 -3.178 0.639
H 2.556 0.762 1.018
H 2.635 -0.572 1.855
C -4.017 -1.692 -2.139
C -2.591 -1.495 -1.614
C -1.590 -2.479 -2.132
O -0.295 -2.233 -1.610
C 0.687 -3.201 -1.949
N -2.166 -0.156 -2.022
H -4.515 -2.636 -1.890
H -3.908 -1.712 -3.226
H -4.697 -0.964 -1.699
H -2.626 -1.422 -0.525
H -1.448 -2.478 -3.220
H -1.921 -3.483 -1.837
H 1.569 -2.688 -2.339
H 0.395 -3.773 -2.837
H 0.877 -3.828 -1.081
H -2.879 0.526 -1.779
H -2.130 -0.041 -3.032
*
```


[8]
C3H8N2O | ωB97M-V with the def2-TZVPD basis set

Energy relative to the best compared isomer or geometry (same formula, charge and spin) = 38.28 kcal/mol
SMILES string = [H]/N=C/N.CC=O
E_HOMO = -9.00 eV
Frontier orbital gap = 9.9765 eV

```
! wB97M-V def2-TZVPD RIJCOSX def2/J DEFGRID3
* xyz 0 1
O -0.413 1.393 -1.208
C 0.661 1.080 -1.662
C 0.977 -0.299 -2.169
H 1.490 1.814 -1.615
H 0.089 -0.671 -2.677
H 1.830 -0.278 -2.838
H 1.211 -0.922 -1.303
N -0.204 0.446 1.590
C -0.849 -0.754 1.683
N -0.222 -1.854 1.861
H -0.549 1.134 0.946
H 0.715 0.512 1.992
H -1.877 -0.753 1.320
H -0.860 -2.628 1.707
*
```